Entry 1:
11
Properties=species:S:1:pos:R:3 method="wB97M-V/def2-TZVPD" energy_ev=-11261.120 lumo_energy_ha=0.01571 multiplicity=1 de_lowest_kcal_mol=33.4 total_charge=0 smiles="NC(=O)NC(=O)O" homo_energy_ev=-10.1
C -0.170 -0.206 1.601
C 0.185 0.198 -0.599
N 0.621 0.050 -1.863
O 0.800 0.936 0.234
O -0.864 0.834 2.038
N -0.677 -0.615 0.010
O 0.275 -1.081 2.260
H -0.953 1.461 1.291
H 0.324 -0.719 -2.434
H 1.321 0.688 -2.203
H -0.862 -1.545 -0.336



Entry 2:
50
Properties=species:S:1:pos:R:3 method="wB97M-V/def2-TZVPD" s_squared=0.7821 energy_ev=-130657.859 lumo_energy_ha="0.13449 / 0.13441" multiplicity=2 de_lowest_kcal_mol=0.0 total_charge=-2 homo_energy_ev="1.1 / -1.5"
Hg -0.015 0.471 0.734
O -3.441 2.360 1.278
As -2.393 1.678 2.613
O -2.994 2.481 3.896
O -0.882 2.006 1.937
C -2.925 -0.188 2.317
C -4.184 -0.460 1.799
C -4.561 -1.768 1.533
C -3.676 -2.813 1.758
C -2.424 -2.560 2.291
C -2.050 -1.257 2.572
S -0.585 -0.933 3.562
O -1.005 0.209 4.363
O -0.346 -2.138 4.335
O 0.537 -0.620 2.657
H -2.991 2.102 0.459
H -4.861 0.364 1.619
H -5.553 -1.980 1.152
H -3.973 -3.829 1.527
H -1.731 -3.357 2.525
Cl 1.816 -2.799 -5.461
C 1.241 -2.408 -3.832
C 1.718 -3.145 -2.756
C 1.246 -2.827 -1.464
C 0.340 -1.792 -1.225
O -0.108 -1.536 -0.026
C -0.123 -1.015 -2.369
C -1.003 0.089 -2.219
O -1.509 0.586 -1.151
C 0.348 -1.373 -3.670
H 2.439 -3.938 -2.912
H 1.597 -3.384 -0.601
H -1.281 0.568 -3.184
H -0.002 -0.805 -4.526
N 4.259 1.473 -0.059
C 4.552 0.349 0.688
C 3.353 -0.205 1.002
N 2.345 0.525 0.446
C 2.907 1.518 -0.197
C 2.142 2.516 -0.914
N 0.850 2.445 -1.032
C 0.466 3.541 -1.744
C 1.552 4.292 -2.074
N 2.643 3.609 -1.570
H 4.919 2.010 -0.589
H 5.564 0.093 0.947
H 3.133 -1.087 1.581
H -0.570 3.710 -1.984
H 1.667 5.208 -2.626
H 3.548 4.013 -1.407



Entry 3:
16
Properties=species:S:1:pos:R:3 method="wB97M-V/def2-TZVPD" energy_ev=-9874.601 lumo_energy_ha="-0.01801 / -0.01802" multiplicity=1 de_lowest_kcal_mol=125.9 total_charge=0 homo_energy_ev="-8.7 / -8.7"
C 1.121 1.865 -0.849
C -0.078 0.716 -1.185
O 0.272 -0.486 -1.530
C -0.359 0.868 0.224
C -1.441 -1.213 0.429
O -2.506 -0.872 0.927
N -0.838 -2.390 0.757
H 1.889 1.566 -0.135
H 0.701 2.827 -0.558
H 1.589 1.985 -1.834
H -0.717 1.287 -1.880
H -0.758 -0.930 -0.571
H 0.345 0.373 0.886
H -0.993 1.649 0.635
H -1.349 -3.092 1.267
H 0.133 -2.535 0.552